[1]
C26H22Br2N6O6S2Ta | ωB97M-V/def2-TZVPD

relative energy (zero: lowest compared OMol25 entry of this formula, charge and spin): 4.06 kcal per mole
spin multiplicity: 2
DFT total energy: -211856.4229 eV
Kohn-Sham gap (alpha / beta): 6.0 / 7.1 eV

Geometry (Å):
1 Ta -0.766 -0.444 0.503
2 C -3.155 -2.519 3.603
3 C -2.556 -2.007 2.344
4 O -1.440 -1.463 2.332
5 C -3.290 -2.032 1.045
6 C -2.503 -2.944 0.142
7 C -3.044 -4.225 -0.384
8 N -1.351 -2.448 -0.159
9 N -0.524 -3.155 -1.021
10 C 0.564 -2.468 -1.185
11 O 0.790 -1.334 -0.592
12 C 1.620 -2.985 -2.094
13 C 1.847 -2.338 -3.301
14 C 2.839 -2.795 -4.156
15 C 3.614 -3.890 -3.799
16 C 3.391 -4.535 -2.588
17 C 2.390 -4.087 -1.738
18 H -3.948 -1.823 3.893
19 H -3.623 -3.491 3.442
20 H -2.416 -2.573 4.398
21 H -4.339 -2.312 1.134
22 H -3.810 -4.627 0.278
23 H -3.502 -4.043 -1.360
24 H -2.246 -4.950 -0.530
25 H 1.263 -1.466 -3.564
26 H 3.016 -2.281 -5.091
27 H 4.391 -4.244 -4.464
28 H 3.991 -5.392 -2.310
29 H 2.196 -4.596 -0.802
30 Br 1.859 -2.718 1.997
31 C 1.953 -0.870 2.346
32 C 3.080 -0.384 2.989
33 C 3.112 0.956 3.341
34 C 2.003 1.748 3.093
35 C 0.926 1.181 2.446
36 N 0.919 -0.096 2.025
37 C -0.383 1.939 2.233
38 O -0.473 3.069 2.652
39 O -1.301 1.221 1.674
40 H 3.896 -1.053 3.216
41 H 3.985 1.365 3.831
42 H 1.934 2.784 3.389
43 S -4.198 0.312 -0.060
44 C -3.009 -0.625 0.456
45 Br -1.216 1.900 -6.754
46 C -0.567 2.362 -5.043
47 C 0.141 3.546 -4.871
48 N 0.626 3.933 -3.698
49 C 0.439 3.132 -2.656
50 C -0.260 1.935 -2.741
51 C -0.789 1.540 -3.959
52 C -0.425 1.074 -1.559
53 O 0.235 1.267 -0.487
54 O -1.234 0.100 -1.564
55 H 0.315 4.200 -5.718
56 H 0.852 3.453 -1.707
57 H -1.343 0.615 -4.044
58 N 4.397 -0.886 -1.754
59 C 3.620 0.225 -1.831
60 N 3.227 0.738 -0.646
61 S 3.248 0.953 -3.285
62 H 4.286 -1.497 -0.959
63 H 4.547 -1.356 -2.633
64 H 3.329 0.187 0.191
65 H 2.443 1.370 -0.674


[2]
C26H22CdN8O2S2Se2 | ωB97M-V/def2-TZVPD

relative energy (zero: lowest compared OMol25 entry of this formula, charge and spin): 105.16 kcal per mole
DFT total energy: -200259.5012 eV
net charge: -2
Kohn-Sham gap: 5.6 eV

Geometry (Å):
1 Cd 0.742 0.179 -0.093
2 N 3.373 3.435 1.852
3 C 2.457 2.670 1.084
4 S 2.509 1.016 1.494
5 N 1.757 3.358 0.262
6 N 0.917 2.608 -0.554
7 C 0.540 3.313 -1.566
8 C -0.499 3.039 -2.543
9 C -0.900 4.100 -3.331
10 C -1.946 3.958 -4.193
11 C -2.655 2.785 -4.321
12 C -2.204 1.650 -3.626
13 C -1.038 1.683 -2.758
14 O -0.514 0.636 -2.324
15 H 3.755 2.894 2.567
16 H 3.034 4.283 2.255
17 H 1.132 4.230 -1.693
18 H -0.338 5.081 -3.250
19 H -2.084 4.685 -4.920
20 H -3.469 2.675 -5.082
21 H -2.802 0.728 -3.744
22 N 3.325 -0.404 -4.153
23 C 3.177 -1.355 -3.127
24 S 4.201 -2.709 -3.259
25 N 2.361 -0.986 -2.171
26 N 2.138 -1.696 -1.069
27 C 1.623 -2.849 -1.198
28 C 0.702 -3.432 -0.235
29 C 0.345 -4.718 -0.362
30 C -0.785 -5.303 0.339
31 C -1.423 -4.603 1.318
32 C -0.888 -3.314 1.796
33 C 0.037 -2.483 0.832
34 O -0.540 -1.412 0.293
35 H 3.678 -0.892 -4.994
36 H 2.434 0.092 -4.130
37 H 1.683 -3.401 -2.198
38 H 0.897 -5.349 -1.080
39 H -1.159 -6.270 0.128
40 H -2.261 -4.974 1.903
41 H -1.672 -2.637 2.217
42 Se -0.138 2.497 3.664
43 Se -0.536 0.621 5.017
44 C 0.197 -0.956 4.007
45 C 0.031 -2.164 4.860
46 C 0.170 -3.332 4.229
47 C 0.306 -3.435 2.753
48 C 0.974 -2.199 2.186
49 N 0.472 -0.921 2.760
50 C -1.538 2.328 2.312
51 C -1.852 3.405 1.578
52 C -2.647 3.149 0.448
53 C -2.994 1.844 0.115
54 C -2.493 0.835 0.891
55 N -1.872 1.064 2.049
56 H -0.249 -2.016 5.943
57 H 0.054 -4.313 4.716
58 H 0.833 -4.312 2.513
59 H 2.124 -2.054 2.089
60 H -1.490 4.375 1.787
61 H -2.874 3.929 -0.218
62 H -3.658 1.587 -0.723
63 H -2.457 -0.245 0.660


[3]
C26H22CeF5N5O2 | ωB97M-V/def2-TZVPD

relative energy (zero: lowest compared OMol25 entry of this formula, charge and spin): 25.89 kcal per mole
DFT total energy: -65366.7751 eV
net charge: +2
Kohn-Sham gap (alpha / beta): 6.3 / 6.3 eV

Geometry (Å):
1 Ce -0.699 0.504 -0.396
2 C 2.093 -0.590 0.959
3 N 1.368 0.671 1.153
4 C 2.120 1.838 0.709
5 C 1.186 3.014 0.574
6 C 1.703 4.236 0.829
7 C 0.833 5.311 0.638
8 C -0.486 5.091 0.231
9 C -0.920 3.793 -0.001
10 N -0.094 2.774 0.216
11 C 0.962 0.928 2.538
12 C -0.219 0.109 2.917
13 C -0.325 -0.575 4.089
14 C -1.456 -1.344 4.389
15 C -2.548 -1.271 3.505
16 C -2.401 -0.406 2.406
17 N -1.256 0.209 2.032
18 C 2.345 -0.812 -0.547
19 C 3.364 -1.563 -1.004
20 C 3.549 -1.604 -2.418
21 C 2.622 -0.982 -3.248
22 C 1.674 -0.199 -2.656
23 N 1.559 -0.122 -1.351
24 H 1.536 -1.392 1.416
25 H 3.019 -0.532 1.542
26 H 2.711 1.644 -0.218
27 H 2.898 2.071 1.412
28 H 2.798 4.365 1.129
29 H 1.234 6.312 0.686
30 H -1.255 5.832 0.084
31 H -1.933 3.637 -0.293
32 H 0.847 1.962 2.709
33 H 1.800 0.598 3.170
34 H 0.534 -0.565 4.726
35 H -1.572 -1.829 5.331
36 H -3.580 -1.582 3.865
37 H -3.250 -0.119 1.723
38 H 4.092 -2.038 -0.371
39 H 4.353 -2.191 -2.859
40 H 2.772 -0.974 -4.315
41 H 0.963 0.374 -3.210
42 N -3.001 -0.194 -1.098
43 C -3.532 0.564 -2.249
44 C -2.680 1.757 -2.549
45 O -3.002 2.660 -3.258
46 O -1.479 1.576 -1.994
47 H -3.019 -1.216 -1.294
48 H -3.717 -0.090 -0.358
49 H -4.556 0.845 -2.166
50 H -3.414 -0.149 -3.122
51 F -0.796 -1.499 -2.993
52 C -0.536 -2.437 -2.010
53 C -0.623 -2.059 -0.716
54 C -0.426 -3.137 0.121
55 F -0.313 -2.957 1.470
56 C -0.379 -4.456 -0.308
57 F -0.352 -5.476 0.534
58 C -0.338 -4.751 -1.667
59 F -0.371 -6.007 -1.982
60 C -0.259 -3.684 -2.579
61 F -0.149 -3.870 -3.876


[4]
C26H22InN2O5P | ωB97M-V/def2-TZVPD

relative energy (zero: lowest compared OMol25 entry of this formula, charge and spin): 0.00 kcal per mole
DFT total energy: -54999.5013 eV
Kohn-Sham gap: 7.6 eV

Geometry (Å):
1 In -0.015 2.700 0.010
2 O -3.313 1.605 1.816
3 C -2.216 2.084 2.034
4 O -1.653 3.001 1.298
5 C -1.460 1.614 3.268
6 C -2.071 1.800 4.504
7 C -1.441 1.395 5.669
8 C -0.200 0.779 5.614
9 C 0.403 0.555 4.388
10 C -0.219 0.967 3.210
11 P 0.516 0.649 1.587
12 C -0.232 -0.878 0.956
13 C 0.274 -1.389 -0.240
14 C -0.317 -2.493 -0.830
15 C -1.424 -3.088 -0.236
16 C -1.932 -2.579 0.949
17 C -1.341 -1.474 1.548
18 C 2.275 0.313 1.773
19 C 3.166 1.267 1.284
20 C 4.533 1.054 1.409
21 C 5.003 -0.107 2.003
22 C 4.114 -1.076 2.457
23 C 2.750 -0.872 2.336
24 H -3.045 2.268 4.541
25 H -1.921 1.561 6.625
26 H 0.296 0.468 6.524
27 H 1.368 0.070 4.346
28 H 1.132 -0.922 -0.714
29 H 0.086 -2.879 -1.758
30 H -1.888 -3.950 -0.697
31 H -2.795 -3.039 1.413
32 H -1.754 -1.072 2.465
33 H 2.800 2.146 0.759
34 H 5.226 1.790 1.027
35 H 6.069 -0.271 2.096
36 H 4.485 -1.993 2.897
37 H 2.053 -1.636 2.663
38 O 1.052 -0.109 -7.191
39 C 0.158 -1.105 -6.774
40 N -0.710 -0.678 -5.695
41 C -0.153 -0.437 -4.478
42 O 1.024 -0.655 -4.246
43 C -1.065 0.081 -3.415
44 C -2.379 -0.341 -3.268
45 C -3.127 0.129 -2.201
46 C -2.538 1.009 -1.312
47 N -1.273 1.419 -1.464
48 C -0.546 0.971 -2.486
49 H 1.693 0.017 -6.479
50 H 0.689 -1.995 -6.434
51 H -0.464 -1.355 -7.629
52 H -1.560 -0.193 -5.932
53 H -2.807 -1.051 -3.966
54 H -4.148 -0.188 -2.045
55 H -3.067 1.391 -0.447
56 H 0.470 1.349 -2.557
57 O 1.440 3.373 -0.978


[5]
C26H22IrN3O4 | ωB97M-V/def2-TZVPD

relative energy (zero: lowest compared OMol25 entry of this formula, charge and spin): 16.40 kcal per mole
spin multiplicity: 6
DFT total energy: -42804.4427 eV
net charge: +1
Kohn-Sham gap (alpha / beta): 5.8 / 4.4 eV

Geometry (Å):
1 Ir 7.682 7.293 9.384
2 C 5.489 9.181 6.790
3 C 5.567 8.494 7.992
4 C 6.314 7.248 7.868
5 C 6.852 7.255 6.554
6 C 6.311 8.315 5.866
7 H 4.854 10.043 6.680
8 H 5.154 8.819 8.905
9 H 5.961 6.298 8.265
10 H 7.781 6.773 6.202
11 H 6.629 8.513 4.808
12 C 10.997 5.091 10.661
13 C 10.077 6.013 10.050
14 N 8.806 6.155 10.467
15 N 8.356 5.975 11.722
16 C 7.115 6.403 11.918
17 O 6.431 6.801 10.858
18 C 6.456 6.270 13.202
19 C 5.225 6.820 13.484
20 C 4.570 6.523 14.650
21 C 5.163 5.791 15.651
22 C 6.495 5.305 15.440
23 C 7.138 5.610 14.271
24 C 10.397 6.842 8.863
25 C 11.695 7.140 8.399
26 C 11.853 8.319 7.655
27 C 10.815 9.162 7.349
28 C 9.534 8.741 7.632
29 N 9.348 7.624 8.411
30 H 11.979 5.571 10.681
31 H 11.051 4.162 10.026
32 H 10.537 4.845 11.643
33 H 4.800 7.515 12.765
34 H 3.558 6.892 14.817
35 H 4.596 5.675 16.588
36 H 6.945 4.612 16.103
37 H 8.113 5.267 14.008
38 H 12.545 6.487 8.597
39 H 12.855 8.543 7.360
40 H 10.874 10.143 6.861
41 H 8.594 9.184 7.373
42 O 11.271 10.557 12.797
43 C 10.235 11.362 12.512
44 C 10.146 12.691 12.935
45 C 9.101 13.506 12.614
46 C 8.137 13.102 11.676
47 C 8.226 11.833 11.105
48 C 9.155 10.875 11.696
49 C 9.172 9.323 11.442
50 O 8.157 8.741 11.045
51 O 10.202 8.713 11.842
52 H 10.863 9.518 12.371
53 H 10.992 13.125 13.508
54 H 9.032 14.474 13.155
55 H 7.520 13.843 11.216
56 H 7.486 11.460 10.383


[6]
C26H22O2PRuSSe2Te2 | ωB97M-V/def2-TZVPD

relative energy (zero: lowest compared OMol25 entry of this formula, charge and spin): 6.85 kcal per mole
spin multiplicity: 5
DFT total energy: -199393.9158 eV
net charge: +1
Kohn-Sham gap (alpha / beta): 7.6 / 5.8 eV

Geometry (Å):
1 Ru 1.121 0.204 0.605
2 O -0.493 2.360 0.902
3 C -0.476 1.374 0.207
4 C -1.455 1.105 -0.882
5 C -2.641 1.817 -1.026
6 C -3.480 1.501 -2.081
7 C -3.124 0.506 -2.991
8 C -1.929 -0.183 -2.855
9 C -1.100 0.111 -1.779
10 P 0.545 -0.585 -1.455
11 C 1.470 -0.087 -2.936
12 C 1.892 1.241 -3.009
13 C 2.513 1.716 -4.151
14 C 2.727 0.865 -5.228
15 C 2.303 -0.453 -5.165
16 C 1.669 -0.930 -4.025
17 C 0.359 -2.387 -1.557
18 C 1.485 -3.179 -1.792
19 C 1.388 -4.561 -1.758
20 C 0.168 -5.166 -1.483
21 C -0.953 -4.386 -1.246
22 C -0.860 -3.001 -1.281
23 H -2.890 2.597 -0.319
24 H -4.413 2.034 -2.208
25 H -3.784 0.277 -3.817
26 H -1.647 -0.938 -3.579
27 H 1.724 1.909 -2.173
28 H 2.833 2.749 -4.202
29 H 3.221 1.232 -6.119
30 H 2.462 -1.116 -6.006
31 H 1.331 -1.957 -3.996
32 H 2.438 -2.716 -2.016
33 H 2.264 -5.166 -1.951
34 H 0.092 -6.245 -1.459
35 H -1.906 -4.854 -1.036
36 H -1.743 -2.402 -1.090
37 Se 3.476 0.655 0.019
38 Te 3.314 -1.526 1.053
39 Te -0.273 -1.599 1.994
40 Se -2.457 -0.613 1.933
41 C 2.338 2.401 4.670
42 S 1.207 2.236 3.297
43 O 1.661 0.914 2.668
44 C -0.282 1.870 4.197
45 C -0.378 0.697 4.933
46 C -1.559 0.418 5.598
47 C -2.627 1.306 5.522
48 C -2.520 2.472 4.779
49 C -1.341 2.758 4.103
50 H 2.332 1.482 5.254
51 H 2.021 3.249 5.277
52 H 3.325 2.584 4.250
53 H 0.457 0.009 4.972
54 H -1.650 -0.492 6.177
55 H -3.548 1.085 6.045
56 H -3.356 3.157 4.719
57 H -1.251 3.649 3.495


[7]
C26H22O4 | ωB97M-V/def2-TZVPD

relative energy (zero: lowest compared OMol25 entry of this formula, charge and spin): 0.00 kcal per mole
SMILES string: CC1=C(C)Cc2c(OC(=O)c3ccccc3)ccc(OC(=O)c3ccccc3)c2C1
DFT total energy: -35509.9829 eV
Kohn-Sham gap: 9.1 eV

Geometry (Å):
1 C 1.452 2.452 -3.035
2 C 1.117 2.063 -1.628
3 C 0.331 2.724 -0.784
4 C -0.398 4.005 -1.051
5 H -0.127 4.445 -2.005
6 H -0.180 4.726 -0.263
7 H -1.473 3.825 -1.050
8 C 0.111 2.155 0.599
9 C -0.031 0.663 0.540
10 C 0.787 -0.028 -0.343
11 C 0.671 -1.411 -0.447
12 C -0.246 -2.103 0.328
13 C -1.055 -1.416 1.215
14 C -0.952 -0.038 1.315
15 O -1.711 0.692 2.223
16 C -3.036 0.476 2.334
17 O -3.659 -0.298 1.652
18 C -3.638 1.332 3.385
19 C -2.870 2.173 4.187
20 C -3.482 2.948 5.154
21 C -4.856 2.890 5.327
22 C -5.624 2.054 4.532
23 C -5.019 1.277 3.564
24 H -5.595 0.617 2.932
25 H -6.694 2.010 4.669
26 H -5.329 3.498 6.085
27 H -2.887 3.599 5.777
28 H -1.800 2.210 4.050
29 H -1.768 -1.951 1.820
30 H -0.324 -3.174 0.244
31 O 1.467 -2.060 -1.385
32 C 2.168 -3.155 -1.030
33 O 2.203 -3.604 0.087
34 C 2.911 -3.721 -2.182
35 C 2.759 -3.230 -3.476
36 C 3.473 -3.797 -4.514
37 C 4.339 -4.852 -4.271
38 C 4.492 -5.345 -2.985
39 C 3.780 -4.783 -1.942
40 H 3.880 -5.150 -0.932
41 H 5.165 -6.168 -2.797
42 H 4.895 -5.291 -5.086
43 H 3.355 -3.417 -5.519
44 H 2.079 -2.412 -3.661
45 C 1.753 0.771 -1.165
46 H 2.098 0.185 -2.017
47 H 2.628 1.006 -0.546
48 H -0.770 2.600 1.063
49 H 0.976 2.399 1.228
50 H 1.008 1.740 -3.731
51 H 1.094 3.444 -3.288
52 H 2.533 2.427 -3.178


[8]
C26H23Br2NZn | ωB97M-V/def2-TZVPD

relative energy (zero: lowest compared OMol25 entry of this formula, charge and spin): 0.00 kcal per mole
DFT total energy: -217328.9153 eV
Kohn-Sham gap: 6.0 eV

Geometry (Å):
1 C 2.304 -1.207 0.708
2 C 1.970 0.190 0.506
3 N 2.954 1.148 0.626
4 C 4.331 0.871 0.964
5 C 2.402 2.428 0.502
6 C 1.002 2.249 0.178
7 C 0.273 3.403 -0.043
8 C 0.883 4.667 0.119
9 C 2.242 4.795 0.521
10 C 3.013 3.654 0.738
11 C 0.750 0.798 0.200
12 C -0.512 0.068 0.024
13 C -1.730 0.930 0.447
14 C -1.756 1.650 1.681
15 C -2.867 2.422 2.012
16 C -3.939 2.517 1.100
17 C -3.982 1.740 -0.053
18 C -2.865 0.953 -0.398
19 H 1.402 -1.814 0.866
20 H 2.815 -1.574 -0.178
21 H 2.884 -1.398 1.603
22 H 4.857 1.810 1.111
23 H 4.436 0.275 1.867
24 H 4.859 0.360 0.162
25 H -0.807 3.326 -0.217
26 H 0.300 5.576 -0.045
27 H 2.699 5.776 0.549
28 H 4.096 3.703 1.018
29 H -0.509 -0.934 0.603
30 H -0.910 1.605 2.373
31 H -2.893 2.937 2.973
32 H -4.762 3.147 1.331
33 H -4.845 1.694 -0.730
34 H -2.899 0.366 -1.322
35 Br 4.140 -5.888 -0.044
36 Zn 3.196 -4.859 1.716
37 Br 1.303 -3.732 2.397
38 C 0.524 -2.735 -1.990
39 C 0.582 -1.348 -1.866
40 C -0.708 -0.790 -1.533
41 C -1.604 -1.971 -1.385
42 C -0.834 -3.160 -1.778
43 C -1.547 -4.378 -1.925
44 C -2.952 -4.423 -1.750
45 C -3.606 -3.342 -1.180
46 C -2.886 -2.157 -0.897
47 H 1.395 -3.409 -2.109
48 H 1.472 -0.726 -1.995
49 H -1.014 0.180 -1.998
50 H -1.037 -5.308 -2.196
51 H -3.530 -5.301 -2.028
52 H -4.696 -3.394 -0.954
53 H -3.394 -1.390 -0.282